DFT (ωB97M-V/def2-TZVPD) results for a cluster of 5 separate species, C28H41F15NO10 in total at a distorted geometry.

XYZ file:
```
95
Properties=species:S:1:pos:R:3:mulliken_charge:R:1
C 2.89952 5.25846 2.42922 -0.475
O 2.17630 4.23726 1.72007 -0.428
C 2.73089 3.95888 0.43078 -1.032
C 4.10289 3.11874 0.46686 2.434
C 4.08040 2.25441 -0.88734 0.062
F 2.98391 1.36250 -0.92710 -0.156
F 3.89375 3.06985 -2.02409 -0.299
F 5.24340 1.52657 -1.09332 -0.237
C 4.22774 2.10111 1.67488 -1.862
C 5.59133 2.08581 2.48727 1.439
C 5.20028 1.82782 4.03816 -1.552
C 6.39977 0.75877 2.06413 -1.498
N 6.39248 3.32431 2.47613 0.655
O 7.52207 3.19744 3.12693 -0.578
C 6.59915 3.92844 1.14255 1.009
C 7.20948 5.40288 1.42409 -1.474
C 7.74285 3.20240 0.26143 -1.286
C 5.28631 4.17266 0.28409 -1.639
H 3.79877 4.77211 2.91760 0.124
H 2.21426 5.60138 3.27669 0.270
H 3.13462 6.18283 1.82227 0.288
H 1.91226 3.44987 -0.17433 0.250
H 2.89027 4.96933 -0.08531 0.441
H 3.38200 2.17164 2.43906 0.263
H 4.11310 1.05129 1.23600 0.286
H 6.15438 1.52032 4.58139 0.372
H 4.74866 2.76542 4.49355 0.305
H 4.50287 0.94002 4.04716 0.426
H 6.39040 0.56333 0.95194 0.302
H 7.47340 0.76053 2.41234 0.337
H 5.90243 -0.14844 2.54957 0.408
H 7.20841 6.03638 0.47394 0.307
H 8.29323 5.28008 1.75410 0.353
H 6.58371 5.87176 2.24335 0.374
H 8.75196 3.21912 0.78760 0.369
H 7.85866 3.85844 -0.66620 0.409
H 7.46577 2.15400 -0.04464 0.193
H 5.63275 4.30159 -0.79631 0.336
H 4.89882 5.20598 0.58021 0.408
C 0.76979 -0.54227 -1.50296 -0.931
C 0.29042 -1.81279 -0.82829 -0.226
O -0.33790 -1.51941 0.43146 -0.328
C -1.60729 -1.09290 0.36486 0.479
O -2.21594 -0.94422 -0.66020 -0.522
C -2.16895 -0.86666 1.76588 0.782
F -1.31973 -0.18797 2.55667 -0.248
F -2.42756 -2.02813 2.39301 -0.252
F -3.31699 -0.17306 1.75298 -0.334
H 1.42147 0.02019 -0.83668 0.299
H 1.31451 -0.77476 -2.41970 0.396
H -0.06784 0.11097 -1.75557 0.276
H 1.14430 -2.45551 -0.60899 0.405
H -0.38489 -2.38170 -1.47203 0.197
C -2.47868 -1.06485 -4.46837 -0.979
C -1.81587 -2.35173 -4.91842 -0.188
O -1.31953 -2.23022 -6.26110 -0.327
C -0.14399 -1.59583 -6.39365 0.347
O 0.48781 -1.13857 -5.48257 -0.496
C 0.28796 -1.57832 -7.85786 0.876
F -0.71468 -1.22819 -8.68259 -0.245
F 0.71500 -2.78837 -8.26294 -0.255
F 1.28932 -0.71941 -8.08668 -0.239
H -3.25937 -0.76895 -5.17332 0.371
H -2.92213 -1.18646 -3.47846 0.250
H -1.76043 -0.24391 -4.42604 0.280
H -2.55096 -3.15782 -4.92857 0.362
H -1.01582 -2.65291 -4.23807 0.252
C -5.92323 -0.35550 0.63543 -0.846
C -6.89191 0.61066 -0.01734 -0.503
O -8.04019 -0.08390 -0.53405 -0.316
C -8.98594 -0.40057 0.36391 0.363
O -8.92453 -0.14751 1.53412 -0.508
C -10.16210 -1.08853 -0.32467 0.878
F -9.76455 -2.04216 -1.18605 -0.246
F -10.90239 -0.21532 -1.03241 -0.252
F -10.99111 -1.68046 0.54501 -0.242
H -5.64763 -1.15082 -0.06175 0.283
H -5.02694 0.16123 0.95274 0.379
H -6.37229 -0.83667 1.50649 0.394
H -6.40953 1.09297 -0.86898 0.361
H -7.19804 1.40179 0.67105 0.350
C -6.54246 -6.93597 2.69996 -1.118
C -5.14331 -6.61639 3.18908 -0.196
O -4.26415 -6.34707 2.08492 -0.317
C -4.34615 -5.11452 1.55932 0.236
O -5.09102 -4.25891 1.94611 -0.485
C -3.33033 -4.94921 0.43189 1.013
F -3.32403 -5.99466 -0.41393 -0.276
F -2.07417 -4.83520 0.90218 -0.270
F -3.56123 -3.85952 -0.31173 -0.216
H -6.51769 -7.75700 1.97946 0.311
H -7.18688 -7.21615 3.53478 0.368
H -6.98864 -6.07923 2.19187 0.315
H -4.73176 -7.48090 3.71204 0.327
H -5.14309 -5.78203 3.89404 0.309
```

Results
Multiplicity: 2
E_tot: -92426.0290 eV
HOMO (spin up / spin down): -9.0233 / -10.0067 eV
M: 836.60 g/mol
Gap between HOMO and LUMO (spin up / spin down): 9.48 / 9.64 eV

DFT (ωB97M-V/def2-TZVPD) results for an isolated molecule of C28H41N5O6.

XYZ file:
```
80
Properties=species:S:1:pos:R:3:mulliken_charge:R:1
C -3.18270 1.09801 2.42203 -1.123
C -3.32788 2.61339 2.53662 0.907
C -4.76185 2.97911 2.91611 -1.684
C -2.36506 3.20834 3.56960 -1.308
C -0.88435 2.97753 3.25500 0.493
N -0.41191 1.69968 3.71343 0.139
C 0.35894 0.88829 2.97608 0.062
O 0.60974 1.09198 1.78911 -0.954
C 0.83298 -0.28109 3.73011 1.150
N 0.53444 -0.38931 5.06130 -0.618
C 1.07263 -1.50425 5.46786 -0.582
N 1.71419 -2.13903 4.46765 -0.047
C 1.58219 -1.38171 3.34073 -0.199
C 2.19744 -1.89670 2.09404 0.510
O 2.76603 -2.98064 2.10893 -0.757
N 2.08775 -1.08739 1.03717 0.031
C 2.53333 -1.46598 -0.28331 -1.281
C 1.37219 -1.66079 -1.22767 1.136
C 0.39565 -0.67967 -1.34968 -0.546
C -0.66875 -0.85550 -2.21570 -0.965
C -0.77975 -2.01238 -2.97418 0.970
C -1.90859 -2.20420 -3.95484 -1.188
N -1.43127 -2.17519 -5.32232 -0.132
C -1.20151 -3.31132 -6.02680 0.686
O -1.55846 -4.41075 -5.67806 -0.633
O -0.55710 -3.00033 -7.16721 -0.471
C -0.24257 -4.03010 -8.13458 1.703
C 0.46521 -3.27647 -9.26168 -1.702
C -1.52367 -4.68456 -8.65076 -1.641
C 0.69304 -5.06905 -7.51615 -1.651
C 0.19739 -2.99252 -2.85162 -0.501
C 1.26017 -2.81939 -1.98471 -0.890
C -0.03101 4.11917 3.83718 -0.123
O -0.36717 5.27401 3.79133 -0.656
O 1.08285 3.63749 4.35641 -0.104
C 2.10190 4.49973 4.93026 1.485
C 1.53078 5.25741 6.12712 -1.652
C 2.63121 5.46014 3.86751 -1.668
C 3.19259 3.52487 5.37299 -1.732
H -3.30313 0.62769 3.39569 0.303
H -3.94310 0.69953 1.75398 0.478
H -2.21057 0.82448 2.02281 0.010
H -3.10347 3.05940 1.56155 0.251
H -4.87766 4.05787 2.98871 0.415
H -5.45999 2.60894 2.16934 0.423
H -5.02375 2.53962 3.87624 0.366
H -2.52302 4.28792 3.61708 0.441
H -2.58397 2.79115 4.55557 0.377
H -0.72242 3.00249 2.16863 0.368
H -0.49744 1.46124 4.69245 0.459
H 1.01664 -1.87594 6.47148 0.472
H 2.21484 -3.01645 4.46907 0.233
H 1.55962 -0.21640 1.14183 0.354
H 3.10431 -2.39248 -0.18378 0.461
H 3.19323 -0.67926 -0.67014 0.246
H 0.46348 0.22522 -0.76409 0.456
H -1.42278 -0.08560 -2.29947 0.334
H -2.37033 -3.18566 -3.81681 0.364
H -2.66672 -1.42601 -3.82776 0.399
H -0.98471 -1.33387 -5.65181 0.241
H 0.74724 -3.96752 -10.05032 0.411
H -0.19433 -2.51694 -9.67303 0.401
H 1.35807 -2.78823 -8.88011 0.402
H -2.02829 -5.20685 -7.84283 0.342
H -1.28118 -5.39551 -9.43562 0.466
H -2.19366 -3.92758 -9.05304 0.378
H 0.18631 -5.59669 -6.71301 0.350
H 0.99708 -5.78567 -8.27392 0.454
H 1.57888 -4.58138 -7.11420 0.384
H 0.11384 -3.89629 -3.43701 0.498
H 2.00861 -3.59266 -1.89134 0.345
H 0.74260 5.93294 5.80596 0.380
H 1.12192 4.55786 6.85323 0.369
H 2.31835 5.83608 6.60126 0.460
H 1.85095 6.14991 3.55741 0.392
H 2.97289 4.90201 2.99840 0.373
H 3.46408 6.02873 4.27134 0.471
H 3.56007 2.96598 4.51635 0.379
H 4.01751 4.06753 5.82463 0.443
H 2.79096 2.81954 6.09596 0.389
```

Results
E_tot: -49441.1532 eV
HOMO: -8.9226 eV
M: 543.66 g/mol
Structure (SMILES): CC(C)C[C@H](NC(=O)c1nc[nH]c1C(=O)NCc1ccc(CNC(=O)OC(C)(C)C)cc1)C(=O)OC(C)(C)C
Gap between HOMO and LUMO: 9.54 eV

DFT (ωB97M-V/def2-TZVPD) results for a cluster of 2 separate species, C28H41O in total at a distorted geometry.

XYZ file:
```
70
Properties=species:S:1:pos:R:3:mulliken_charge:R:1
C -0.45040 8.91565 -3.01281 -1.258
C -0.73252 7.42686 -2.85437 -0.275
C 0.45534 6.53845 -3.19799 -0.694
C 0.18923 5.06012 -3.01852 -0.560
O -0.12187 4.77780 -1.64219 -0.349
C -0.45378 3.48880 -1.43804 0.135
C -0.80522 3.04694 -0.20748 -0.780
H -1.33868 9.48382 -2.72995 0.354
H 0.37090 9.22818 -2.36203 0.324
H -0.19722 9.17891 -4.04423 0.322
H -1.02391 7.21985 -1.81896 0.288
H -1.56983 7.13962 -3.50083 0.258
H 0.69445 6.66538 -4.25938 0.340
H 1.33805 6.84357 -2.62425 0.346
H -0.65312 4.76101 -3.65874 0.392
H 1.08136 4.49225 -3.31548 0.391
H -0.42662 2.82726 -2.32125 0.331
H -1.07787 2.00008 -0.15937 0.159
H -0.85280 3.68952 0.66735 0.297
C 3.67058 -5.91229 2.93017 -1.488
C 3.02281 -4.57417 2.75902 0.687
C 1.76525 -4.32310 3.30572 -0.787
C 1.13455 -3.08663 3.16819 1.526
C -0.21174 -2.96710 3.83239 -2.151
C 1.77708 -2.05826 2.45174 0.334
C 1.15160 -0.67615 2.28024 -0.031
C 1.04486 0.07421 3.61381 -1.739
C -0.20210 -0.69408 1.52922 -0.590
C -0.17201 -1.29733 0.19649 0.730
C -1.27057 -1.58569 -0.61790 0.289
C -1.03479 -2.19993 -1.90436 0.813
C 0.35502 -2.54471 -2.34337 -1.747
C -2.09402 -2.48205 -2.74711 -0.867
C -3.41790 -2.21230 -2.38231 0.660
C -4.53747 -2.54202 -3.31310 -1.498
C -3.66250 -1.63906 -1.13190 -0.901
C -2.64499 -1.31657 -0.24823 1.018
C -3.05505 -0.72569 1.06241 -1.418
C 3.05010 -2.30128 1.90859 0.939
C 3.79356 -1.22481 1.16108 -1.573
C 3.65551 -3.54517 2.06173 -0.971
H 4.64834 -5.92041 2.44184 0.359
H 3.81311 -6.15853 3.98998 0.337
H 3.06116 -6.71447 2.49540 0.328
H 1.25766 -5.10930 3.86980 0.447
H -0.64794 -1.96738 3.83084 0.225
H -0.94158 -3.65326 3.37193 0.374
H -0.14251 -3.27205 4.88925 0.463
H 1.80859 -0.06375 1.65287 0.431
H 2.04037 0.14658 4.06804 0.461
H 0.66943 1.09381 3.45565 0.424
H 0.38836 -0.43163 4.32926 0.282
H -0.91824 -1.24696 2.14035 -0.350
H -0.55416 0.35194 1.46469 0.433
H 0.82450 -1.55650 -0.16639 0.282
H 0.31992 -3.03906 -3.32143 0.408
H 0.99081 -1.65530 -2.44577 0.356
H 0.85192 -3.23074 -1.64434 0.385
H -1.89340 -2.93386 -3.72129 0.413
H -5.49448 -2.25975 -2.86701 0.367
H -4.42943 -2.01602 -4.26957 0.359
H -4.56244 -3.61493 -3.54049 0.364
H -4.69739 -1.43954 -0.84153 0.315
H -4.13466 -0.52785 1.04916 0.453
H -2.89217 -1.41524 1.90448 0.319
H -2.56691 0.23303 1.27839 0.217
H 4.76412 -1.61265 0.83198 0.427
H 3.25904 -0.88706 0.26024 0.275
H 3.98847 -0.34121 1.78655 0.321
H 4.64622 -3.70777 1.63309 0.267
```

Results
E_tot: -31741.4803 eV
HOMO: -10.9511 eV
Total charge: +1
M: 393.63 g/mol
Gap between HOMO and LUMO: 5.62 eV

> Look up the M of the second one.

543.66 g/mol

> E_tot of number 2 (C28H41N5O6)?

-49441.1532 eV